a | {"formula": "C5H8NO", "method": "ωB97M-V with the def2-TZVPD basis set", "orbital_gap_ha": [0.3121, 0.2599], "e_lumo_ev": [-5.1, -6.0], "total_charge": 1, "species": ["C", "C", "C", "C", "C", "N", "O", "H", "H", "H", "H", "H", "H", "H", "H"], "xyz": [[-2.45990, 1.00858, -0.26206], [-0.89159, -0.96617, -0.70603], [2.84036, -0.01782, 0.18275], [-0.58826, -0.50000, 0.64252], [1.68106, 0.81951, 0.20845], [-1.57703, 0.10525, -0.02456], [2.02261, 0.13631, -0.90738], [-2.56431, 1.97185, 0.33094], [-2.96435, 1.09700, -1.21389], [-0.11719, -0.67150, -1.39828], [-1.34913, -1.82157, -0.91707], [3.88194, 0.27543, 0.18762], [2.73590, -0.96766, 0.81371], [-0.35294, -0.72339, 1.65074], [1.64382, 1.90377, 0.35008]], "nbo_charge": [0.0181, -0.2201, -0.1454, 0.0266, 0.1637, -0.2579, -0.4141, 0.2356, 0.2281, 0.2400, 0.2267, 0.2210, 0.1868, 0.2689, 0.2221]}



b | {"formula": "C5H8NO", "method": "ωB97M-V with the def2-TZVPD basis set", "orbital_gap_ha": 0.2585, "e_lumo_ev": -6.5, "total_charge": 1, "species": ["C", "C", "C", "C", "C", "N", "O", "H", "H", "H", "H", "H", "H", "H", "H"], "xyz": [[2.06605, 1.06930, -0.24301], [3.34662, 0.63092, -0.08746], [2.05810, -1.05847, -0.05751], [-1.83351, 0.14026, 0.50191], [-1.25310, -0.57692, -0.58324], [1.26877, -0.03208, -0.21508], [3.32246, -0.70578, 0.02866], [1.68291, 2.05805, -0.36837], [4.28729, 1.13803, -0.04000], [1.77402, -2.08862, 0.01087], [-1.56702, -0.24742, 1.48580], [-2.92366, -0.01488, 0.40586], [-1.71249, 1.22264, 0.42490], [-1.20593, -0.13489, -1.57028], [-0.97119, -1.61328, -0.49365]], "nbo_charge": [-0.1179, 0.0910, 0.3365, -0.7697, 0.2516, -0.4738, -0.3489, 0.2384, 0.2392, 0.2106, 0.2804, 0.3368, 0.2859, 0.2246, 0.2152]}



c | {"formula": "C5H8NO", "method": "ωB97M-V with the def2-TZVPD basis set", "orbital_gap_ha": 0.3237, "e_lumo_ev": -7.1, "total_charge": 1, "species": ["C", "C", "C", "C", "C", "N", "O", "H", "H", "H", "H", "H", "H", "H", "H"], "xyz": [[1.38728, -0.18476, 0.05883], [2.33618, 1.05127, 0.10904], [0.04209, -0.31786, -0.15988], [-0.46647, -1.74361, -0.18660], [-0.88630, 0.78808, -0.02331], [2.40210, -0.98772, 0.20108], [3.32897, -0.02726, 0.15696], [2.43119, 1.68416, -0.73751], [2.23478, 1.58189, 0.98974], [0.09077, -2.52352, 0.29427], [-0.50976, -2.02567, -1.23030], [-1.51468, -1.72433, -0.06769], [-1.04487, 0.82747, 1.05421], [-1.98085, 0.53473, -0.37400], [-0.68012, 1.67403, -0.58554]], "nbo_charge": [-0.0342, -0.1033, 0.4034, -0.7010, -0.7203, 0.1760, -0.1945, 0.2378, 0.2342, 0.2808, 0.2982, 0.2616, 0.3107, 0.2746, 0.2760]}



d | {"formula": "C5H8NO", "method": "ωB97M-V with the def2-TZVPD basis set", "orbital_gap_ha": 0.3814, "e_lumo_ev": -4.3, "total_charge": 1, "species": ["C", "C", "C", "C", "C", "N", "O", "H", "H", "H", "H", "H", "H", "H", "H"], "xyz": [[1.37208, -0.10018, 0.33345], [0.78291, -1.27367, 0.16795], [0.71135, 1.23185, 0.25419], [-0.64802, -1.14596, 0.07451], [-0.81808, 0.86763, 0.10151], [-0.95275, -0.11625, -1.02738], [-1.19683, 0.00231, 1.13941], [2.39997, -0.17091, 0.55538], [1.09421, -2.14368, 0.59379], [0.96090, 1.79024, 1.12605], [1.30797, 1.72657, -0.50034], [-1.19442, -2.06148, 0.14251], [-1.52632, 1.76082, 0.07839], [-0.31370, -0.17778, -1.79938], [-1.97927, -0.18949, -1.24005]], "nbo_charge": [-0.0102, -0.3563, -0.5179, 0.2446, 0.2472, -0.5601, -0.4835, 0.2343, 0.2535, 0.2804, 0.2640, 0.2497, 0.2391, 0.4552, 0.4600]}



On energetic grounds, b is preferred over the next structure by 0.241 eV.